# C3H9IOP2

One molecule with the formula C3H9IOP2 (the ωB97M-V functional and the def2-TZVPD basis, OMol25).

Properties
E_tot, eV: -31982.4437
SMILES string: O=[PH2]PCCCI
Charge: 0
Largest force on an atom, eV Å⁻¹: 0.18

```
16
C3H9IOP2 the ωB97M-V functional and the def2-TZVPD basis
O 3.7752 0.7258 0.6961
P 2.6863 0.4351 -0.2654
P 1.5233 -1.3529 0.2541
C -0.2132 -0.9393 -0.2487
C -0.8821 0.2717 0.3894
C -2.2921 0.5274 -0.1187
I -3.6633 -1.0374 0.3702
H 1.7997 1.5034 -0.5293
H 3.0874 0.1409 -1.5878
H 1.4301 -0.9441 1.6054
H -0.2315 -0.8680 -1.3406
H -0.7816 -1.8404 -0.0032
H -0.8982 0.1539 1.4751
H -0.3046 1.1773 0.1813
H -2.3183 0.6224 -1.2017
H -2.7170 1.4242 0.3237
```

How is the electron density shared among the atoms? According to natural (NBO), the charges in e are: -1.0722, 1.2409, 0.2460, -0.6970, -0.4384, -0.4940, 0.0571, -0.1000, -0.0920, -0.0043, 0.2273, 0.2482, 0.2175, 0.2146, 0.2173, 0.2291